Entry from the Open Molecules 2025 dataset: a single C4H6N2 molecule at a distorted geometry (wB97M-V/def2-TZVPD).

Structure (XYZ):
```
12
Properties=species:S:1:pos:R:3:forces:R:3:lowdin_charge:R:1
N -0.447 1.313 -2.298 0.1 0.5 0.9 0.1538
C -0.301 1.504 -1.167 -0.1 -0.2 -0.9 -0.2161
C -0.126 1.424 0.295 0.0 0.1 0.0 -0.1796
N 0.096 0.047 0.743 -0.1 0.1 0.1 -0.1080
C 1.278 -0.629 0.231 0.2 -0.1 0.0 -0.1424
C -0.073 -1.034 -0.222 -0.1 -0.2 -0.1 -0.1446
H 0.715 2.055 0.603 -0.1 -0.1 -0.1 0.1240
H -1.023 1.831 0.774 0.1 -0.2 -0.1 0.1194
H 1.833 -1.224 0.953 -0.1 0.1 -0.1 0.1017
H 1.892 -0.091 -0.491 -0.1 -0.1 0.1 0.1102
H -0.326 -0.760 -1.243 0.0 -0.1 0.2 0.0775
H -0.562 -1.934 0.137 0.1 0.1 0.1 0.1040
```
Forces are in eV/Å.

Summary:
SMILES string: N#CCN1CC1
gap between HOMO and LUMO: 0.4012 Eh
HOMO: -9.92 eV
molecular weight: 82.11 Da
charge: 0
E_LUMO: 0.994 eV